1.
{"formula": "C5H11NO", "method": "wB97M-V/def2-TZVPD", "lumo_ev": 0.9, "smiles": "CCC(=O)N(C)C", "gap_ev": 10.05, "homo_ha": -0.338, "elements": ["C", "C", "C", "N", "C", "C", "O", "H", "H", "H", "H", "H", "H", "H", "H", "H", "H", "H"], "coordinates": [[-1.539, 0.029, -0.433], [-1.968, 1.354, 0.205], [-0.302, -0.627, 0.169], [0.940, -0.189, -0.268], [2.033, -0.415, 0.671], [1.095, 0.951, -1.154], [-0.409, -1.592, 0.895], [-1.344, 0.173, -1.500], [-2.287, -0.763, -0.354], [-1.390, 2.184, -0.200], [-3.034, 1.553, 0.112], [-1.714, 1.318, 1.268], [2.039, 0.270, 1.522], [1.934, -1.435, 1.029], [2.991, -0.393, 0.149], [0.313, 1.698, -1.040], [2.026, 1.458, -0.912], [1.127, 0.689, -2.210]], "atomic_forces_ev_per_a": [[0.1, -0.4, -0.5], [0.6, -0.3, 0.5], [0.2, -0.1, -1.1], [-0.2, 0.6, 0.8], [0.3, -1.0, -0.5], [-0.1, 0.5, 0.1], [0.0, 0.1, 0.6], [-0.2, 0.0, 0.0], [-0.1, 0.3, 0.1], [-0.2, 0.1, -0.1], [0.1, 0.0, -0.1], [-0.3, 0.1, 0.1], [-0.1, 0.1, -0.1], [0.0, 0.0, 0.3], [-0.1, 0.3, 0.0], [0.0, 0.0, 0.1], [0.1, 0.0, 0.0], [0.0, -0.3, -0.1]]}



2.
{"formula": "C5H11NO", "method": "wB97M-V/def2-TZVPD", "lumo_ev": [0.9, 0.9], "gap_ev": [8.43, 8.29], "homo_ha": [-0.276, -0.271], "elements": ["C", "O", "C", "C", "N", "C", "C", "H", "H", "H", "H", "H", "H", "H", "H", "H", "H", "H"], "coordinates": [[2.530, 0.994, 0.083], [1.497, 0.882, -0.712], [0.548, 0.009, -0.563], [-0.059, -0.474, 0.723], [-1.313, -0.678, -0.031], [-2.521, -0.179, 0.581], [-0.811, 0.075, -1.204], [2.473, 0.582, 1.084], [3.240, 1.752, -0.213], [2.799, -1.069, -0.487], [2.128, -1.360, -0.744], [0.336, -1.374, 1.208], [-0.111, 0.343, 1.476], [-2.457, 0.890, 0.862], [-2.741, -0.758, 1.485], [-3.360, -0.303, -0.111], [-1.211, 1.102, -1.273], [-0.967, -0.435, -2.163]], "atomic_forces_ev_per_a": [[0.2, 0.1, 0.4], [-0.1, 0.1, -0.3], [-0.2, 0.0, 0.1], [0.2, -0.1, 0.2], [-0.1, 0.0, 0.0], [-0.2, 0.0, 0.1], [0.0, 0.1, -0.2], [0.0, 0.0, -0.1], [-0.1, -0.1, 0.0], [-0.1, -0.1, -0.1], [0.1, 0.0, 0.0], [0.0, 0.1, -0.1], [0.0, -0.1, -0.1], [0.0, -0.1, 0.0], [0.0, 0.1, -0.1], [0.1, 0.0, 0.1], [0.1, -0.1, 0.0], [0.0, 0.1, 0.1]]}



3.
{"formula": "C5H11NO", "method": "wB97M-V/def2-TZVPD", "lumo_ev": 0.9, "gap_ev": 8.47, "homo_ha": -0.277, "elements": ["C", "C", "C", "C", "N", "C", "O", "H", "H", "H", "H", "H", "H", "H", "H", "H", "H", "H"], "coordinates": [[-1.980, 0.232, -1.011], [-0.815, -0.420, -0.301], [0.357, 0.278, 0.095], [0.295, 1.697, 0.629], [0.982, -0.632, 0.983], [1.992, -1.306, 0.571], [2.567, -1.073, -0.593], [-1.913, 1.323, -1.002], [-2.000, -0.098, -2.056], [-2.935, -0.059, -0.562], [-1.089, -1.005, 1.042], [-0.625, -1.431, -0.672], [1.966, -0.370, -0.977], [0.459, 2.456, -0.145], [-0.667, 1.918, 1.116], [1.073, 1.836, 1.388], [-0.115, -1.173, 1.548], [2.423, -2.125, 1.139]], "atomic_forces_ev_per_a": [[0.0, 0.1, 0.0], [0.1, 0.0, -0.1], [-0.3, 0.0, 0.1], [0.0, 0.1, 0.0], [0.3, -0.3, -0.1], [-0.2, 0.1, 0.2], [-0.1, 0.1, 0.0], [0.0, -0.1, 0.1], [0.0, 0.1, 0.2], [0.1, 0.0, 0.0], [0.0, 0.0, 0.0], [0.0, 0.2, 0.1], [0.2, -0.1, 0.0], [-0.1, -0.1, 0.1], [0.1, -0.1, 0.0], [-0.1, 0.0, -0.2], [0.1, 0.1, -0.1], [-0.1, 0.1, 0.0]]}



Sequential ΔE to the lowest compared entry with this formula, charge and spin output: 18.1, 144.7, 112.7 kcal per mole